The following is a DFT calculation (ωB97M-V/def2-TZVPD) of the molecule C16H10O5 at a distorted geometry.

Structure (XYZ):
```
31
Properties=species:S:1:pos:R:3:mulliken_charge:R:1
C 2.26957 -2.13932 -3.36361 0.56
C 1.04473 -1.76550 -3.90733 -0.60
H -2.10727 2.86855 4.08312 0.49
H -4.43622 -0.77910 4.79777 0.36
C -0.16798 1.91664 1.56824 0.09
C 1.70031 0.79535 -1.37294 -0.42
H -0.18122 3.59831 2.86452 0.36
C -3.53004 0.62847 4.01080 0.40
C 2.91524 -3.41761 -3.78167 -1.04
H 0.45562 -2.28129 -4.70785 0.28
H 2.53134 1.54292 -1.36016 0.39
H 3.78399 -3.18872 -4.41494 0.28
H 3.13281 -4.17226 -2.95540 0.28
O -4.02026 1.59343 4.68017 -0.59
C -0.65415 2.60878 2.63041 -0.46
H -2.06790 -0.78710 2.18584 0.55
O -3.81028 -0.64179 4.11743 -0.41
C -1.77466 0.21406 2.12814 -0.61
C 0.95913 2.05903 0.64254 -0.10
C -0.17694 0.17088 0.13018 1.01
C 1.63244 -0.27582 -2.27114 0.34
C 0.92250 0.93623 -0.25639 0.10
C -0.76681 0.75799 1.27387 0.18
C -2.38126 0.99795 3.12922 0.21
H 2.20345 -3.98078 -4.49856 0.26
C -1.72773 2.21172 3.34539 -0.43
O 1.77064 2.99262 0.50772 -0.67
C 0.63244 -0.58676 -3.10380 -0.11
H -0.19579 0.14800 -3.15905 0.41
O 2.71713 -1.17990 -2.48757 -0.43
O -0.67284 -0.84498 -0.45493 -0.69
```

Output
- E_tot: -26988.8432 eV
- SMILES string: Cc1ccc(/C=C2/C(=O)c3ccc(C(=O)O)cc3C2=O)o1
- Energy above the lowest of the compared OMol25 structures with the same formula, charge and spin: 0.0 kcal/mol
- HOMO-LUMO gap: 0.2600 Ha
- E_LUMO: -1.39 eV
- E_HOMO: -8.469 eV
- Maximum force: 7.50 eV/A